Entry 1:
The following is a DFT calculation (ωB97M-V/def2-TZVPD) of a molecular structure, C30H42N2O2P2Sr in a non-equilibrium geometry.

- ΔE to the lowest compared entry with this formula, charge and spin: 641.6 kJ/mol
- Net charge: 0
- HOMO-LUMO gap (alpha / beta): 4.5 / 3.8 eV
- F_max: 2.864 eV Å⁻¹
- LUMO (alpha / beta): -0.0141 / -0.0087 Eh

Structure (XYZ):
```
79
Properties=species:S:1:pos:R:3:mulliken_charge:R:1
P 1.18 -2.37 -1.37 1.766
P 1.67 2.11 -0.76 0.355
C 1.38 -0.74 -2.19 1.635
C 2.18 0.36 -1.43 -1.499
H 0.50 -0.29 -2.70 -1.643
H 2.05 -1.04 -3.03 -0.207
H 2.70 -0.08 -0.56 0.351
H 2.94 0.67 -2.15 0.573
C 0.00 2.64 -1.34 -0.205
H -0.71 2.57 -0.48 0.190
H -0.40 2.13 -2.22 -0.220
H 0.06 3.71 -1.61 0.463
C 2.75 3.15 -1.80 -1.255
H 2.21 3.49 -2.70 0.311
H 3.67 2.62 -2.08 0.411
H 3.01 4.03 -1.19 0.368
C -0.14 -3.47 -1.94 -1.460
H -0.12 -4.24 -1.15 0.535
H 0.15 -3.96 -2.88 0.435
H -1.19 -3.15 -1.97 0.179
C 2.72 -3.23 -1.64 -1.585
H 3.58 -2.56 -1.73 0.389
H 2.64 -3.81 -2.58 0.436
H 2.90 -3.92 -0.82 0.492
Sr -1.81 -0.83 -2.67 1.093
C -0.61 0.87 -4.42 0.424
C -1.99 0.87 -4.42 -1.496
C -2.85 0.11 -5.39 -0.315
C -2.22 -1.27 -5.78 -0.716
C -1.41 -2.01 -4.74 -1.742
C -0.05 -2.03 -4.67 0.248
C 0.88 -1.08 -5.34 -1.021
C 0.35 0.39 -5.49 -1.394
C 0.77 -2.13 0.32 -1.368
H -0.15 1.66 -3.80 0.494
H -2.49 1.57 -3.73 0.442
H -3.05 0.68 -6.32 0.354
H -3.86 -0.02 -4.95 0.196
H -3.04 -1.98 -6.00 0.418
H -1.61 -1.14 -6.69 0.268
H -2.03 -2.75 -4.15 0.871
H 0.45 -2.98 -4.43 0.696
H 1.24 -1.48 -6.33 0.398
H 1.85 -1.02 -4.81 0.368
H 1.25 1.04 -5.45 0.415
H -0.04 0.53 -6.52 0.380
H 0.77 -1.09 0.60 0.198
H 1.48 -2.71 0.93 0.443
H -0.24 -2.57 0.51 0.563
O -1.64 2.54 0.97 -0.853
C -1.20 1.67 1.75 -0.146
N -0.64 1.97 3.01 -0.106
C -0.62 0.82 3.85 3.214
C -0.99 -0.28 2.79 0.052
O -1.01 -1.47 3.09 -0.749
N -1.23 0.29 1.58 -0.387
C 0.73 0.66 4.57 -0.678
C 1.54 -0.45 4.34 -0.240
C 2.65 -0.70 5.15 -0.805
C 2.99 0.19 6.16 -0.436
C 2.22 1.35 6.36 -0.828
C 1.10 1.59 5.55 0.099
C -1.76 0.95 4.86 -0.794
C -1.69 0.25 6.07 -0.173
C -2.72 0.36 7.01 -0.821
C -3.85 1.14 6.72 -0.411
C -3.89 1.88 5.52 -0.778
C -2.84 1.79 4.61 -0.308
H -0.09 2.82 3.13 0.263
H 1.26 -1.18 3.58 0.383
H 3.24 -1.60 4.98 0.386
H 3.85 0.00 6.81 0.365
H 2.46 2.06 7.15 0.375
H 0.48 2.47 5.73 0.425
H -0.80 -0.34 6.30 0.412
H -2.63 -0.17 7.96 0.374
H -4.68 1.19 7.42 0.377
H -4.74 2.52 5.30 0.387
H -2.84 2.42 3.72 0.374
```

---

Entry 2:
The following is a DFT calculation (ωB97M-V/def2-TZVPD) of C3H8OSi in the gas phase in a non-equilibrium geometry.

- ΔE to the lowest compared entry with this formula, charge and spin: 285.0 kJ/mol
- Net charge: 0
- HOMO-LUMO gap: 11.1 eV
- F_max: 5.516 eV Å⁻¹
- Structure (SMILES): C[C@H]1O[C@@H]1[SiH3]
- LUMO: 0.0393 Eh

Structure (XYZ):
```
13
Properties=species:S:1:pos:R:3:mulliken_charge:R:1
C -0.26 0.99 -0.19 0.183
C -0.14 -0.56 -0.17 -0.256
C 0.79 1.69 -1.11 -1.235
O -1.15 0.19 -0.88 -0.413
Si -0.63 -1.75 1.40 0.375
H -0.57 1.59 0.57 0.450
H 0.62 -1.02 -0.86 0.283
H 1.59 2.10 -0.57 0.340
H 0.49 2.43 -1.79 0.322
H 1.28 0.92 -1.81 0.275
H 0.13 -3.03 1.03 -0.112
H -2.00 -2.18 1.60 -0.110
H -0.16 -1.37 2.78 -0.102
```

---

Entry 3:
The following is a DFT calculation (ωB97M-V/def2-TZVPD) of 14 unconnected molecules or ions with the total composition C20H61B3F2INO20 in a non-equilibrium geometry.

- Net charge: 0
- HOMO-LUMO gap: 7.7 eV
- F_max: 10.270 eV Å⁻¹
- LUMO: -0.0780 Eh

Structure (XYZ):
```
108
Properties=species:S:1:pos:R:3:mulliken_charge:R:1
C 4.99 1.69 -0.90 -0.688
C 4.48 0.51 -1.94 0.161
O 3.72 -0.48 -1.17 -0.394
C 3.72 1.08 -3.28 -0.538
B 2.11 1.34 -3.10 0.082
O 1.19 0.26 -2.67 0.113
B -0.16 0.77 -2.35 -0.040
C -1.29 -0.39 -1.92 -0.003
C -1.21 -0.64 -0.27 0.153
O -2.21 -0.16 0.52 -0.536
I 0.51 -1.74 0.64 0.068
O -0.59 2.18 -2.32 -0.393
B 0.53 3.12 -2.49 0.235
N 0.73 4.44 -1.77 0.888
C 1.70 4.34 -0.61 0.053
O 2.64 5.33 -0.54 -0.197
F 1.62 3.22 0.38 -0.220
C -0.57 5.12 -1.39 0.362
O -0.61 6.47 -1.56 -0.437
F -1.77 4.47 -0.82 -0.164
O 1.62 2.72 -3.45 -0.262
H 6.10 1.97 -1.26 0.291
H 4.31 2.64 -0.95 -0.032
H 5.12 1.24 0.19 0.282
H 5.47 -0.04 -2.31 0.307
H 4.35 -1.03 -0.57 0.266
H 3.84 0.24 -4.11 0.281
H 4.26 2.09 -3.59 0.176
H -2.39 -0.08 -2.23 0.241
H -0.96 -1.39 -2.45 0.019
C -1.39 -4.54 -3.71 -0.173
O -2.38 -3.69 -3.16 -0.517
H -0.70 -3.94 -4.31 0.230
H -0.83 -5.02 -2.90 0.252
H -1.86 -5.30 -4.33 -0.081
H -2.97 -4.25 -2.63 0.259
C -4.72 1.74 2.88 -0.482
O -3.33 2.00 2.87 -0.433
H -5.19 2.29 3.70 0.229
H -5.16 2.06 1.93 0.284
H -4.89 0.67 3.03 0.133
H -2.95 1.50 2.14 0.284
C -4.83 -1.03 6.27 -0.369
O -5.14 -1.49 4.97 -0.514
H -5.54 -1.47 6.98 0.098
H -3.81 -1.34 6.53 0.259
H -4.91 0.06 6.30 0.229
H -4.50 -1.09 4.36 0.273
C -2.44 -5.10 -7.36 -0.552
O -1.35 -4.57 -6.63 -0.411
H -3.00 -5.78 -6.71 0.188
H -3.09 -4.29 -7.70 0.264
H -2.06 -5.66 -8.22 0.271
H -0.87 -3.97 -7.23 0.264
C 5.76 5.87 -2.23 -0.433
O 5.95 5.41 -0.90 -0.507
H 6.67 5.67 -2.80 0.280
H 4.93 5.33 -2.68 0.152
H 5.56 6.94 -2.22 0.245
H 5.12 5.60 -0.42 0.245
C 3.37 -3.57 -3.37 -0.433
O 3.20 -2.46 -4.24 -0.537
H 3.86 -4.38 -3.92 0.282
H 4.00 -3.28 -2.52 0.176
H 2.39 -3.91 -3.02 0.171
H 2.77 -1.76 -3.73 0.298
C 4.16 6.74 2.85 -0.570
O 2.84 6.89 2.36 -0.514
H 4.37 7.54 3.56 0.250
H 4.26 5.77 3.35 0.292
H 4.87 6.79 2.02 0.217
H 2.69 6.16 1.73 0.265
C 2.07 9.36 -2.18 -0.587
O 2.53 8.02 -2.25 -0.383
H 2.75 10.00 -2.74 0.222
H 1.07 9.43 -2.61 0.237
H 2.05 9.69 -1.13 0.263
H 1.91 7.48 -1.73 0.233
C 0.86 3.92 3.66 -0.269
O 1.95 4.46 4.39 -0.550
H 0.30 3.25 4.31 0.265
H 0.21 4.73 3.32 0.263
H 1.24 3.36 2.80 0.003
H 2.43 5.05 3.78 0.297
C 1.94 -2.58 4.84 -0.539
O 2.13 -1.84 3.65 -0.398
H 1.35 -3.47 4.61 0.195
H 2.91 -2.89 5.23 0.247
H 1.41 -1.97 5.57 0.262
H 2.66 -1.06 3.88 0.263
C -5.93 -2.08 10.41 -0.512
O -6.10 -0.98 9.54 -0.468
H -5.44 -2.89 9.86 0.210
H -5.30 -1.79 11.25 0.246
H -6.91 -2.42 10.76 0.265
H -6.53 -0.28 10.05 0.280
C -2.00 -8.35 -3.35 -0.590
O -3.00 -7.50 -2.81 -0.437
H -1.32 -7.76 -3.96 0.216
H -1.45 -8.83 -2.54 0.281
H -2.48 -9.11 -3.98 0.282
H -3.59 -8.06 -2.28 0.272
C -5.20 -9.90 -0.39 -0.549
O -5.37 -8.79 -1.26 -0.506
H -4.71 -10.71 -0.94 0.223
H -4.57 -9.61 0.45 0.264
H -6.18 -10.24 -0.04 0.273
H -5.80 -8.09 -0.75 0.290
```

---

Entry 4:
The following is a DFT calculation (ωB97M-V/def2-TZVPD) of a molecular structure, C19H21O2Pm in a non-equilibrium geometry.

- ΔE to the lowest compared entry with this formula, charge and spin: 0.0 kJ/mol
- Net charge: 0
- HOMO-LUMO gap (alpha / beta): 7.3 / 7.5 eV
- Expectation value of S²: 6.0066
- F_max: 2.256 eV Å⁻¹
- LUMO (alpha / beta): -0.0069 / -0.0050 Eh
- Multiplicity: 5

Structure (XYZ):
```
43
Properties=species:S:1:pos:R:3:mulliken_charge:R:1
C -0.58 4.19 -0.27 -0.241
C 0.65 3.89 -0.92 -0.649
C 0.51 2.60 -1.53 -0.465
H 1.50 4.58 -1.01 0.386
C -0.81 2.12 -1.27 -0.443
C -1.49 3.11 -0.48 -0.849
H -2.56 3.10 -0.17 0.409
H -0.81 5.16 0.19 0.482
H 1.24 2.16 -2.20 0.421
H -1.22 1.16 -1.63 0.375
C 1.27 0.38 3.21 -0.618
C 0.90 1.60 3.86 -0.392
C -0.52 1.72 3.78 -0.399
H 1.61 2.33 4.27 0.358
C -1.02 0.57 3.09 -0.617
C 0.09 -0.25 2.73 -0.595
H 0.02 -1.16 2.13 0.488
H 2.29 0.02 3.16 0.424
H -1.13 2.54 4.14 0.379
H -2.08 0.36 2.95 0.429
Pm 0.36 1.98 1.18 1.555
O 0.06 -1.42 -1.09 -0.286
C 1.22 -1.48 -1.95 -0.326
C -0.09 -2.13 -2.38 -0.092
H 1.49 -0.52 -2.41 0.157
H 2.02 -2.17 -1.66 0.260
H -0.66 -1.56 -3.13 0.380
H -1.27 -3.70 -4.26 0.318
C -0.85 -4.28 -3.44 -0.479
C -0.23 -3.60 -2.37 0.554
C 0.33 -4.37 -1.33 -0.378
H 0.83 -3.89 -0.50 0.288
C 0.25 -5.77 -1.36 -0.559
H 0.67 -6.34 -0.53 0.356
C -0.36 -6.43 -2.43 -0.421
H -0.40 -7.52 -2.45 0.359
C -0.90 -5.68 -3.48 -0.480
H -1.35 -6.19 -4.33 0.354
C 0.20 5.02 2.80 -0.872
O 0.13 3.80 2.13 -0.412
H 0.63 4.85 3.80 0.250
H -0.78 5.50 2.95 0.287
H 0.84 5.70 2.23 0.305
```